# C4H13N2S

A cluster of 2 separate species, C4H13N2S in total at a distorted geometry (ωB97M-V/def2-TZVPD, OMol25).

HOMO-LUMO gap (eV): 9.4
Relative energy (zero: lowest compared OMol25 entry of this formula, charge and spin) (kcal/mol): 13.6
Charge: +1
DFT total energy (eV): -18167.9028

Each line ends with the Mulliken charge.
Cartesian coordinates (Å):
C1 -1.95311 1.79048 1.37176  -0.928
H1 -1.43213 2.50140 0.66762  0.262
H2 -0.03679 0.32660 -1.12847  -0.006
H3 -2.96795 1.68599 1.06408  0.320
C2 -1.39018 0.40286 1.40967  -0.460
H4 -1.95036 2.28512 2.43159  0.278
H5 1.63748 -1.73712 1.78569  0.342
C3 0.68345 -1.61639 1.23665  -0.859
H6 -1.47547 -0.07815 2.44308  0.355
H7 0.66239 -2.14328 0.24244  0.313
H8 -0.09215 -2.06825 1.81000  0.379
H9 1.51392 -0.29502 -3.56173  0.389
C4 1.32659 -0.15418 -2.51000  0.287
H10 2.06073 -0.28147 -0.61099  0.052
N1 2.25517 -0.44864 -1.61872  -0.174
H11 3.08225 -0.93519 -1.83669  0.256
S1 0.42004 0.15486 1.02919  -0.287
H12 -1.95398 -0.32243 0.79262  0.392
N2 0.13601 0.31068 -2.17718  -0.136
H13 -0.52590 0.62213 -2.84063  0.227